48
Properties=species:S:1:pos:R:3:lowdin_spin:R:1 method="wB97M-V/def2-TZVPD" homo_lumo_gap_ev="6.08 / 6.81" relative_energy_ev=0.000 charge=+1 multiplicity=3 homo_energy_ev="-11.3 / -12.2"
W 0.634 0.089 -0.963 0.84
C -0.919 4.526 0.574 0.00
C -1.694 3.212 0.677 0.00
C -3.193 3.440 0.793 0.00
O -1.213 2.413 1.751 0.00
C -1.390 2.417 -0.587 0.00
O -2.097 2.410 -1.562 0.00
O -0.203 1.783 -0.541 0.07
H -1.109 5.125 1.466 0.00
H -1.243 5.101 -0.294 0.00
H 0.151 4.335 0.500 0.00
H -3.401 4.025 1.690 0.00
H -3.720 2.489 0.867 0.00
H -3.570 3.986 -0.070 0.00
H -1.316 2.922 2.563 0.00
C 3.139 -0.414 1.629 0.04
Se 1.647 0.776 1.316 0.50
C 0.732 -0.436 4.804 0.00
C 0.605 -1.744 4.649 0.00
Se -0.578 -1.124 0.959 0.38
C 0.490 -2.743 1.143 0.04
H 3.514 -0.172 2.620 0.00
H 3.891 -0.235 0.867 0.01
H 2.816 -1.450 1.596 0.01
H -0.113 0.231 4.679 0.00
H 1.675 0.019 5.082 0.00
H -0.352 -2.190 4.401 0.00
H 1.438 -2.423 4.792 0.00
H 0.778 -2.823 2.189 0.00
H 1.377 -2.698 0.518 0.00
H -0.129 -3.593 0.865 0.01
O 2.501 -0.677 -1.193 0.02
S 2.755 0.344 -2.372 0.01
O 3.754 -0.075 -3.274 0.01
O 1.287 0.245 -2.901 0.00
O 2.807 1.633 -1.711 0.02
Se -2.596 0.323 -3.237 0.00
N -2.616 -1.227 -4.083 0.01
C -1.673 -2.010 -3.583 0.00
C -1.224 -3.303 -3.994 0.00
C -0.127 -3.807 -3.363 0.00
C 0.560 -3.078 -2.340 0.01
N 0.135 -1.924 -1.899 0.00
C -0.961 -1.422 -2.515 0.01
N -1.284 -0.205 -2.155 -0.01
H -1.723 -3.837 -4.791 0.00
H 0.278 -4.768 -3.647 0.00
H 1.478 -3.467 -1.914 0.00

---

49
Properties=species:S:1:pos:R:3:lowdin_spin:R:1 method="wB97M-V/def2-TZVPD" homo_lumo_gap_ev="6.75 / 6.30" relative_energy_ev=0.000 charge=-2 multiplicity=2 homo_energy_ev="-2.0 / -1.6"
Re 0.988 -0.016 0.239 0.97
O 4.558 -1.111 0.660 0.00
P 4.394 0.502 0.453 0.00
O 5.638 1.076 -0.081 0.00
O 3.083 0.709 -0.275 0.01
O 4.178 0.979 1.994 0.00
P 3.058 0.363 2.980 0.00
O 3.681 -1.102 3.272 0.00
O 2.964 1.121 4.234 0.00
O 1.785 0.162 2.159 0.02
H 3.691 -1.525 0.460 0.00
H 4.093 -1.430 2.457 0.00
C 1.626 3.111 -1.704 0.00
S 0.183 2.970 -0.687 0.01
O -0.878 2.425 -1.514 0.00
O -0.078 4.269 -0.109 0.00
O 0.642 2.021 0.390 0.04
H 1.380 3.774 -2.533 0.00
H 1.904 2.117 -2.046 0.00
H 2.430 3.518 -1.098 0.00
C -2.428 -2.138 -0.184 0.00
C -2.028 -0.757 -0.736 -0.01
C -2.062 -0.783 -2.266 0.00
C -0.634 -0.457 -0.277 -0.08
C -2.971 0.294 -0.141 0.00
C -2.779 0.737 1.169 0.00
C -3.643 1.655 1.743 0.00
C -4.726 2.146 1.025 0.00
C -4.929 1.710 -0.274 0.00
C -4.056 0.794 -0.851 0.00
H -1.742 -2.894 -0.563 0.00
H -3.453 -2.372 -0.486 0.00
H -2.375 -2.136 0.905 0.00
H -1.321 -1.504 -2.617 0.00
H -1.815 0.202 -2.665 0.00
H -3.041 -1.097 -2.638 0.00
H 0.187 -0.276 -1.331 -0.01
H -1.915 0.386 1.720 0.00
H -3.452 2.007 2.749 0.00
H -5.392 2.877 1.469 0.00
H -5.758 2.098 -0.855 0.00
H -4.219 0.491 -1.876 0.00
C 2.596 -4.055 -0.246 0.00
C 1.578 -2.951 -0.467 0.01
O 0.612 -3.111 -1.191 0.01
O 1.885 -1.867 0.193 0.03
H 2.283 -4.963 -0.755 0.00
H 2.711 -4.239 0.823 0.00
H 3.568 -3.733 -0.625 0.00

---

34
Properties=species:S:1:pos:R:3:mulliken_charge:R:1 method="wB97M-V/def2-TZVPD" homo_lumo_gap_ev=8.61 relative_energy_ev=2.167 homo_energy_ev=-7.9 smiles="CC(C)(C)/[SiH]=C/CCc1ccccc1"
C -2.142 -3.084 0.504 -2.07
C -2.299 -1.578 0.455 1.61
C -2.355 -1.038 1.869 -1.64
C -3.598 -1.447 -0.348 -1.76
Si -0.860 -0.619 -0.465 -0.09
C -0.745 0.591 -1.651 -0.35
C 0.454 1.063 -2.418 -0.88
C 1.826 0.627 -1.885 -0.95
C 2.217 1.214 -0.540 0.67
C 1.462 2.172 0.178 0.07
C 1.945 2.676 1.337 -0.71
C 3.227 2.272 1.805 -0.27
C 4.011 1.296 1.086 -0.68
C 3.441 0.775 -0.076 -0.59
H -1.193 -3.366 0.955 0.42
H -2.971 -3.473 1.071 0.51
H -2.071 -3.449 -0.434 0.58
H -2.874 -1.831 2.530 0.33
H -3.067 -0.263 1.895 0.40
H -1.377 -0.831 2.203 0.46
H -4.045 -0.474 -0.060 0.37
H -3.314 -1.649 -1.416 0.41
H -4.305 -2.140 -0.143 0.54
H 0.293 -1.172 0.216 -0.08
H -1.578 1.270 -1.763 0.43
H 0.421 2.191 -2.600 0.30
H 0.474 0.568 -3.383 0.37
H 2.742 0.940 -2.475 0.50
H 2.014 -0.470 -1.873 0.36
H 0.455 2.377 -0.083 0.44
H 1.320 3.365 2.045 0.24
H 3.678 2.695 2.719 0.33
H 4.939 0.860 1.318 0.41
H 3.876 -0.073 -0.570 0.34

---

43
Properties=species:S:1:pos:R:3:mulliken_charge:R:1 method="wB97M-V/def2-TZVPD" homo_lumo_gap_ev="3.94 / 5.41" relative_energy_ev=0.000 charge=+2 homo_energy_ev="-15.4 / -15.6"
C 3.138 0.230 -0.232 -0.11
N 1.855 0.159 -0.641 -0.52
N 1.898 0.044 -2.023 0.28
C 3.173 -0.065 -2.442 -0.05
C 4.004 0.047 -1.326 -1.07
B 0.626 0.159 -2.909 0.13
N -0.360 -0.995 -2.563 0.21
N -0.965 -1.121 -1.317 -0.36
C -1.909 -2.075 -1.444 -0.11
C -1.852 -2.626 -2.733 -1.00
C -0.863 -1.912 -3.407 -0.06
Mg -0.217 0.180 0.105 1.26
N -0.084 1.504 -2.545 0.29
N -0.504 1.685 -1.252 -0.73
C -1.054 2.906 -1.164 0.15
C -1.014 3.512 -2.427 -1.03
C -0.389 2.588 -3.276 0.07
H -1.438 3.284 -0.223 0.55
H -0.148 2.615 -4.319 0.53
H -1.389 4.472 -2.682 0.47
H 0.905 0.168 -4.075 -0.04
H -0.474 -1.996 -4.408 0.48
H 3.392 -0.229 -3.481 0.48
H -2.430 -3.444 -3.112 0.43
H 5.070 -0.017 -1.302 0.44
H -2.625 -2.332 -0.665 0.41
H 3.458 0.445 0.783 0.46
H -1.868 -0.648 1.815 -0.01
C -2.000 -1.480 2.515 -0.84
H -2.828 -2.113 2.187 0.34
H -1.079 -2.067 2.567 0.37
H -2.225 -1.051 3.496 0.35
C 1.395 2.142 2.439 -1.16
C 0.244 1.199 2.731 0.90
C -0.535 1.602 3.964 -1.32
O -0.619 1.139 1.660 -0.28
H 1.001 3.159 2.297 0.36
H 1.924 1.863 1.517 0.11
H 2.112 2.134 3.269 0.42
H 0.690 0.210 2.952 0.20
H -0.944 2.612 3.833 0.35
H -1.372 0.916 4.117 0.26
H 0.120 1.577 4.836 0.41

---

43
Properties=species:S:1:pos:R:3:mulliken_charge:R:1 method="wB97M-V/def2-TZVPD" homo_lumo_gap_ev=7.95 relative_energy_ev=0.804 homo_energy_ev=-8.9
Pd 1.617 0.910 0.065 0.02
C -0.510 -4.326 1.041 -1.32
C -0.353 -3.063 1.798 1.06
N -0.912 -2.786 2.934 -0.84
N -0.513 -1.517 3.207 0.27
C 0.277 -0.984 2.266 0.18
S 1.001 0.549 2.316 -0.35
N 0.380 -1.986 1.350 0.40
N 1.057 -1.859 0.147 -0.66
H -0.912 -5.083 1.710 0.36
H 0.447 -4.672 0.651 0.36
H -1.201 -4.198 0.206 0.30
H -0.792 -1.065 4.061 0.19
H 0.758 -2.585 -0.493 0.20
H 2.067 -1.861 0.281 0.31
C -2.337 -1.321 -1.179 -0.67
N -2.059 0.087 -1.370 -0.01
C -3.122 0.734 -2.112 -1.07
C -1.787 0.720 -0.084 1.36
C -1.125 2.068 -0.196 -0.13
C -1.885 3.222 -0.386 -0.30
C -1.294 4.471 -0.508 -0.72
C 0.084 4.598 -0.424 -0.57
C 0.863 3.470 -0.195 -0.29
C 0.255 2.218 -0.106 0.07
H -2.648 -1.771 -2.122 0.44
H -3.132 -1.507 -0.435 0.32
H -1.429 -1.832 -0.844 -0.10
H -3.271 0.215 -3.058 0.35
H -2.853 1.763 -2.340 0.36
H -4.079 0.737 -1.561 0.37
H -1.117 0.052 0.455 -1.35
H -2.711 0.816 0.518 0.50
H -2.965 3.141 -0.413 0.49
H -1.911 5.347 -0.654 0.38
H 0.554 5.570 -0.505 0.38
H 1.942 3.570 -0.093 0.49
B 6.139 -0.323 -0.765 0.00
C 4.589 -0.265 -0.447 0.17
N 3.451 -0.239 -0.221 -0.62
H 6.583 -1.240 -0.110 -0.12
H 6.608 0.741 -0.432 -0.11
H 6.246 -0.515 -1.954 -0.11

---

36
Properties=species:S:1:pos:R:3:mulliken_charge:R:1 method="wB97M-V/def2-TZVPD" homo_lumo_gap_ev=8.71 relative_energy_ev=0.379 charge=+1 homo_energy_ev=-12.4
Ca -0.095 1.059 -0.145 1.73
C 2.067 -2.516 2.602 -1.70
C 2.051 -2.206 1.109 0.93
C 2.530 -3.411 0.298 -1.42
C 0.692 -1.717 0.625 0.43
C 0.380 -1.666 -0.746 -0.60
C -0.880 -1.276 -1.201 -0.79
C -1.900 -0.915 -0.313 0.52
C -3.266 -0.507 -0.806 -1.18
C -1.592 -0.947 1.050 -0.87
C -0.329 -1.338 1.507 -0.30
H 3.048 -2.898 2.881 0.42
H 1.329 -3.281 2.857 0.41
H 1.882 -1.639 3.224 0.41
H 2.758 -1.386 0.937 0.12
H 1.806 -4.228 0.351 0.38
H 3.473 -3.773 0.705 0.42
H 2.708 -3.182 -0.753 0.38
H 1.120 -1.967 -1.474 0.26
H -1.079 -1.281 -2.266 0.43
H -3.518 -1.029 -1.727 0.39
H -3.333 0.563 -1.020 0.19
H -4.029 -0.728 -0.062 0.39
H -2.357 -0.694 1.774 0.44
H -0.160 -1.390 2.573 0.38
C 0.257 3.588 -2.210 -1.08
C 0.209 3.915 -0.721 0.35
C -1.225 4.140 -0.254 -0.94
O 0.770 2.836 0.007 -1.06
H -0.179 4.375 -2.830 0.42
H -0.330 2.686 -2.461 0.19
H 1.279 3.410 -2.540 0.28
H 0.767 4.841 -0.559 0.33
H -1.866 3.256 -0.426 0.07
H -1.726 4.945 -0.796 0.42
H -1.261 4.361 0.812 0.27

---

43
Properties=species:S:1:pos:R:3:mulliken_charge:R:1 method="wB97M-V/def2-TZVPD" homo_lumo_gap_ev=10.64 relative_energy_ev=1.387 homo_energy_ev=-10.2 smiles=c1ccncc1.ClCCCl.ClCCCl.ClCCCl.ClCCCl
C -4.303 1.063 -1.518 -0.38
C -3.808 -0.248 -1.312 -0.78
C -2.416 -0.435 -1.437 -0.52
N -1.575 0.616 -1.505 -0.03
C -2.072 1.877 -1.527 -0.20
C -3.386 2.085 -1.593 -0.56
H -5.330 1.346 -1.339 0.38
H -4.439 -1.118 -1.200 0.48
H -1.875 -1.369 -1.457 0.85
H -1.303 2.626 -1.648 0.45
H -3.782 3.051 -1.870 0.35
Cl 0.741 -0.081 -4.723 -0.23
C 1.180 1.010 -3.281 0.09
C 2.768 1.134 -3.398 -0.57
Cl 3.513 2.313 -2.259 -0.19
H 0.715 0.585 -2.391 -0.06
H 0.728 1.983 -3.475 0.26
H 3.023 1.415 -4.419 0.35
H 3.365 0.223 -3.351 0.37
Cl 0.828 -1.750 2.236 -0.22
C 0.090 -0.642 1.054 0.48
C -0.052 0.769 1.554 -0.42
Cl 1.462 1.653 1.829 -0.18
H -0.911 -0.982 0.790 -0.30
H 0.741 -0.688 0.180 0.11
H -0.642 0.739 2.469 0.42
H -0.683 1.412 0.941 0.09
Cl -2.465 -5.331 -1.005 -0.20
C -2.915 -5.383 0.785 -0.45
C -2.544 -3.951 1.434 -0.51
Cl -3.100 -2.530 0.655 -0.12
H -2.374 -6.218 1.229 0.34
H -3.959 -5.687 0.862 0.31
H -1.461 -3.825 1.432 0.24
H -2.913 -3.945 2.459 0.36
Cl 6.027 0.706 4.195 -0.20
C 4.656 1.599 3.396 -0.37
C 5.005 3.013 2.816 -0.30
Cl 6.041 2.959 1.430 -0.18
H 3.968 1.847 4.205 0.30
H 4.027 1.016 2.724 0.24
H 5.333 3.676 3.617 0.34
H 4.099 3.469 2.416 0.18

---

44
Properties=species:S:1:pos:R:3:mulliken_charge:R:1 method="wB97M-V/def2-TZVPD" homo_lumo_gap_ev=3.67 charge=+2 homo_energy_ev=-14.1
C 0.238 -3.677 -0.815 -1.45
C -1.088 -3.061 -0.381 0.55
N -1.662 -3.607 0.699 -0.78
C -1.653 -1.981 -1.165 -0.94
C -1.976 -0.626 -0.393 1.22
C -1.256 -0.385 0.953 0.30
C -1.791 0.888 1.699 0.07
O -1.391 1.978 1.486 -0.36
O -2.752 0.656 2.676 -0.40
C -3.479 -0.697 -0.014 0.38
O -4.005 -1.830 0.231 -0.75
O -4.120 0.317 0.036 -0.54
N -1.804 0.534 -1.247 -0.70
I -2.845 0.254 -3.030 0.36
C -0.358 0.703 -1.593 0.01
C 0.115 2.157 -1.440 -0.55
C 1.639 2.274 -1.650 -0.93
C 2.430 1.312 -0.749 -0.64
N 2.011 1.445 0.692 -0.01
C 3.197 1.259 1.480 0.54
C 3.790 2.465 2.232 -1.07
O 3.715 0.173 1.511 -0.59
H 0.121 -4.764 -0.638 0.48
H 1.084 -3.356 -0.187 0.39
H 0.410 -3.569 -1.889 0.33
H -2.582 -3.104 0.843 0.50
H -2.605 -2.390 -1.588 0.51
H -0.993 -1.840 -2.029 0.53
H -0.169 -0.208 0.855 0.51
H -1.390 -1.223 1.660 -0.73
H -2.349 0.009 3.268 0.29
H -0.253 0.488 -2.668 0.51
H 0.312 -0.003 -1.086 -0.15
H -0.122 2.574 -0.455 0.07
H -0.410 2.788 -2.173 0.43
H 1.952 2.193 -2.700 0.38
H 1.924 3.298 -1.352 0.37
H 3.508 1.515 -0.824 0.56
H 2.273 0.263 -1.038 0.16
H 1.707 2.404 0.851 0.17
H 4.880 2.463 2.135 0.35
H 3.360 3.385 1.818 0.35
H 3.547 2.365 3.297 0.31
La -1.158 -3.839 2.682 1.97

---

42
Properties=species:S:1:pos:R:3:mulliken_charge:R:1 method="wB97M-V/def2-TZVPD" homo_lumo_gap_ev=8.69 charge=+1 homo_energy_ev=-11.8 smiles="CCCS(=O)(=O)O[S@@](=O)(c1ccccc1)=[N+]1CCNCC1"
C 3.293 3.564 -0.575 -1.26
C 2.139 3.162 0.336 -0.12
C 2.402 1.851 1.050 -0.71
S 2.192 0.476 -0.074 1.15
O 2.780 0.619 -1.350 -0.60
O 2.260 -0.775 0.595 -0.56
O 0.493 0.626 -0.400 -0.23
S -0.517 -0.090 0.559 1.30
O -0.188 0.137 1.919 -0.75
C -2.065 0.658 0.100 0.23
C -2.219 1.329 -1.100 -0.06
C -3.457 1.872 -1.408 -0.87
C -4.515 1.738 -0.521 -0.43
C -4.345 1.066 0.680 -0.71
C -3.113 0.518 0.997 -0.58
N -0.645 -1.649 0.236 0.23
C -0.243 -2.704 1.165 -0.55
C 0.918 -3.531 0.586 -0.71
N 0.663 -3.979 -0.764 -0.33
C 0.366 -2.869 -1.637 -0.66
C -0.851 -2.062 -1.145 -0.59
H 3.471 2.803 -1.328 0.33
H 3.063 4.501 -1.075 0.38
H 4.203 3.707 0.003 0.34
H 1.979 3.941 1.086 0.42
H 1.220 3.065 -0.246 0.08
H 3.424 1.775 1.415 0.53
H 1.703 1.631 1.853 0.36
H -1.381 1.434 -1.770 0.49
H -3.592 2.400 -2.339 0.43
H -5.476 2.163 -0.767 0.43
H -5.168 0.969 1.370 0.43
H -2.948 -0.001 1.928 0.47
H -1.123 -3.334 1.335 0.35
H 0.049 -2.222 2.095 0.39
H 1.093 -4.398 1.223 0.45
H 1.818 -2.913 0.571 0.26
H -0.085 -4.665 -0.786 0.30
H 0.175 -3.243 -2.644 0.41
H 1.244 -2.215 -1.659 0.22
H -1.757 -2.678 -1.183 0.29
H -1.002 -1.167 -1.749 0.44

---

42
Properties=species:S:1:pos:R:3:mulliken_charge:R:1 method="wB97M-V/def2-TZVPD" homo_lumo_gap_ev=2.47 relative_energy_ev=13.003 homo_energy_ev=-5.8
C 1.321 4.112 0.298 -0.56
C 1.207 3.188 1.363 -0.38
C 1.526 1.662 0.964 0.27
C 2.889 1.154 1.370 -0.25
C 3.207 -0.277 0.942 -0.57
C 2.018 -0.886 0.228 0.47
O 2.142 -2.216 -0.231 -0.35
N 0.833 -0.201 0.010 0.92
O -0.164 -0.907 -0.613 -0.35
C -0.871 -1.618 0.492 -0.03
C -2.461 -1.645 0.311 -0.79
N -3.180 -0.752 1.287 -0.31
C -2.705 0.653 1.134 -0.35
C -3.940 1.687 1.246 0.08
C -4.530 1.842 -0.250 -1.18
O -4.949 1.237 2.173 -0.55
N 0.484 1.039 0.299 -0.62
H 1.893 3.834 -0.653 0.27
H 0.809 5.129 0.368 0.26
H 0.875 3.472 2.413 0.32
H 3.604 1.810 1.944 0.42
H 4.183 -0.806 1.137 0.46
H 1.852 -2.796 0.512 0.33
H -0.516 -2.711 0.410 0.20
H -0.531 -1.150 1.479 0.30
H -2.794 -2.710 0.596 0.41
H -2.824 -1.477 -0.750 0.26
H -2.998 -1.102 2.243 0.29
H -1.911 0.960 1.894 0.19
H -2.245 0.824 0.096 0.25
H -3.542 2.705 1.584 0.27
H -4.650 0.769 -0.645 0.26
H -5.496 2.437 -0.286 0.37
H -3.695 2.310 -0.886 0.32
H -5.717 0.867 1.689 0.34
C 3.843 -2.952 -3.150 -0.52
C 5.190 -2.869 -3.869 0.49
O 5.573 -1.710 -4.164 -0.74
O 5.746 -3.974 -4.074 -0.73
H 3.411 -1.958 -3.001 0.11
H 3.142 -3.549 -3.739 0.28
H 3.974 -3.423 -2.172 0.10

---

44
Properties=species:S:1:pos:R:3:mulliken_charge:R:1 method="wB97M-V/def2-TZVPD" homo_lumo_gap_ev=10.25 homo_energy_ev=-10.4 smiles="O=C=N[C@@H]1CCOC1=O.O=S1(=O)CCCC1.O=S1(=O)CCCC1"
O 1.581 0.959 1.912 -0.50
C 2.535 0.908 1.087 0.82
N 3.600 0.834 0.306 -0.60
C 4.755 1.134 1.219 0.06
C 5.155 2.696 1.483 -0.55
C 6.395 2.356 2.495 -0.27
O 7.159 1.425 1.640 -0.35
C 6.237 0.624 0.842 0.44
O 6.649 -0.250 0.032 -0.54
H 4.497 0.622 2.235 0.30
H 4.337 3.404 1.871 0.34
H 5.743 3.016 0.530 0.30
H 6.951 3.232 2.979 0.31
H 6.011 1.700 3.362 0.24
O -3.861 -3.041 0.108 -0.64
S -3.230 -2.861 1.397 1.14
O -3.742 -3.477 2.600 -0.70
C -1.498 -3.260 1.239 -0.85
C -0.846 -1.946 0.830 0.01
C -1.494 -0.871 1.704 -0.51
C -3.004 -1.110 1.681 -0.45
H -1.364 -4.053 0.503 0.43
H -1.140 -3.589 2.217 0.39
H 0.238 -1.978 0.963 0.32
H -1.052 -1.737 -0.225 -0.23
H -1.122 -0.964 2.731 0.32
H -1.248 0.135 1.356 0.27
H -3.469 -0.834 2.628 0.40
H -3.481 -0.570 0.861 0.09
O -3.670 2.772 -2.636 -0.69
S -3.275 1.562 -1.953 1.12
O -3.396 1.410 -0.519 -0.63
C -4.072 0.177 -2.747 -0.56
C -3.105 -0.231 -3.850 -0.69
C -1.711 -0.174 -3.222 -0.38
C -1.609 1.143 -2.451 -0.44
H -5.051 0.476 -3.123 0.41
H -4.180 -0.617 -2.005 0.25
H -3.335 -1.226 -4.237 0.37
H -3.164 0.478 -4.683 0.31
H -1.588 -1.016 -2.532 0.02
H -0.924 -0.251 -3.977 0.37
H -0.980 1.043 -1.565 0.16
H -1.233 1.949 -3.085 0.37

---

Energy (computed, eV): -241300.8299, -69929.4437, -21679.5890, -30915.9064, -37751.2488, -34303.5657, -115490.4805, -37466.4646, -46654.1374, -28518.5798, -51311.1584